# C5H27NO9

A cluster of 9 separate species, C5H27NO9 in total (ωB97M-V/def2-TZVPD, the Open Molecules 2025 dataset).

Energy relative to the best compared isomer or geometry (same formula, charge and spin) in kcal/mol: 43.99
Electronic energy in eV: -25540.7887
M in g/mol: 245.27

XYZ file:
```
42
C5H27NO9 ωB97M-V/def2-TZVPD
O -3.859 -0.689 -0.480
O 3.073 -1.401 1.335
O 1.329 -2.503 -0.976
O -2.020 2.699 -0.504
O 0.480 -1.953 3.421
O -2.628 0.534 1.580
O -1.708 -2.890 -0.592
O -0.039 0.069 0.949
O -0.765 -2.284 -3.145
N 1.079 1.851 0.256
C 1.668 2.651 -0.813
C 3.188 2.653 -0.752
C 1.579 1.931 1.609
C 0.360 0.750 -0.012
C -0.326 0.454 -1.317
H 3.580 3.111 0.151
H 2.524 -1.619 0.567
H 1.895 -2.896 -1.638
H -0.303 -1.506 3.090
H 1.229 3.654 -0.798
H -2.553 3.435 -0.828
H 0.772 1.931 2.343
H -0.271 -2.018 -3.933
H 3.650 3.109 -1.618
H 0.086 -0.454 -1.741
H 2.230 2.767 1.803
H -2.626 1.950 -0.421
H -4.364 -0.092 0.072
H 0.383 -2.427 -1.166
H -2.805 1.251 2.191
H -1.347 0.303 -1.008
H 2.094 0.996 1.853
H -2.505 -2.417 -0.334
H -0.365 1.181 -2.128
H -3.886 -0.594 -1.431
H 1.342 2.246 -1.767
H -1.507 -2.714 -3.592
H 4.012 -1.400 1.134
H -1.512 -3.631 -0.014
H -1.725 0.211 1.408
H 3.467 1.599 -0.714
H 1.145 -1.971 2.727
```

***

# C5H27O11

A cluster of 10 separate species, C5H27O11 in total (ωB97M-V/def2-TZVPD, the Open Molecules 2025 dataset).

Energy relative to the best compared isomer or geometry (same formula, charge and spin) in kcal/mol: 0.00
Electronic energy in eV: -28151.4525
M in g/mol: 263.26
Net charge: -1

XYZ file:
```
43
C5H27O11 ωB97M-V/def2-TZVPD
O 2.061 2.109 1.929
O 2.342 -0.530 2.814
O 2.179 -2.567 0.964
O -4.124 -0.408 -2.730
O -0.877 1.982 -0.495
O -0.602 1.530 1.666
O 3.415 1.064 -0.779
O 1.508 3.135 -0.840
O -2.361 1.761 -2.708
O 2.748 -1.571 -1.641
O -0.366 -0.349 3.545
C -1.749 -1.075 0.340
C -2.302 0.346 0.488
C -1.182 1.362 0.563
C -0.587 -2.698 -1.236
C -0.803 -1.243 -0.860
H 2.664 -1.995 -0.768
H 1.225 -2.571 0.838
H -2.908 0.410 1.391
H 0.611 2.709 -0.714
H 1.088 1.945 1.860
H -1.180 -0.673 -1.711
H -2.975 0.577 -0.331
H -1.219 -1.356 1.251
H -3.560 0.395 -2.735
H -1.426 -3.111 -1.806
H 1.439 -0.498 3.205
H -0.394 -3.335 -0.368
H 3.353 1.039 0.186
H 2.736 1.735 -1.002
H -2.583 -1.776 0.240
H -3.572 -1.075 -2.312
H -0.536 0.316 2.827
H 2.417 0.355 2.405
H 0.155 -0.774 -0.616
H 1.396 3.694 -1.613
H 3.048 -0.668 -1.401
H -1.690 1.640 -3.396
H 2.315 -1.862 1.643
H -0.409 0.152 4.366
H 0.296 -2.802 -1.874
H 2.230 2.808 1.289
H -1.825 1.873 -1.873
```

***

# C5H28N2O8

A cluster of 9 separate species, C5H28N2O8 in total (ωB97M-V/def2-TZVPD, the Open Molecules 2025 dataset).

Energy relative to the best compared isomer or geometry (same formula, charge and spin) in kcal/mol: 51.66
Electronic energy in eV: -24998.6480
M in g/mol: 244.28

XYZ file:
```
43
C5H28N2O8 ωB97M-V/def2-TZVPD
O 1.500 1.976 -0.780
O -1.835 0.860 -3.445
O -3.702 -1.046 -2.298
O 3.332 -1.008 1.095
O 0.225 2.368 3.148
O 2.161 1.985 1.644
O 1.014 -1.061 -3.298
O 2.950 -0.178 -1.513
N 0.931 -2.031 -0.120
N -2.167 1.091 1.407
C 0.321 -0.970 0.717
C 0.052 -1.584 2.183
C -1.429 0.896 0.194
C -3.441 1.091 1.331
C -1.069 -0.586 0.126
H 0.013 1.501 3.544
H 4.138 -1.373 1.453
H -3.732 -0.216 -2.795
H -0.633 2.573 2.767
H 1.091 2.660 -1.321
H -3.493 -1.762 -2.890
H 1.094 -1.886 2.466
H -0.550 1.530 0.261
H 1.120 -1.866 -3.825
H 0.388 -2.878 0.008
H 2.411 0.619 -1.452
H 1.798 2.063 0.164
H 2.502 -0.777 -2.124
H 0.851 -1.429 -2.411
H -3.818 1.029 0.268
H -4.208 0.919 2.047
H -1.118 0.216 -3.532
H 2.712 1.193 1.629
H 1.783 2.166 2.570
H 1.820 -2.315 0.308
H -0.430 -0.863 2.843
H -1.861 -1.117 0.717
H -0.532 -2.499 2.066
H 3.468 -0.704 0.189
H 1.087 -0.119 0.921
H -1.975 1.213 -0.719
H -1.626 1.317 -2.633
H -1.142 -0.997 -0.912
```

***

# C5H28NO9

A cluster of 9 separate species, C5H28NO9 in total (ωB97M-V/def2-TZVPD, the Open Molecules 2025 dataset).

Energy relative to the best compared isomer or geometry (same formula, charge and spin) in kcal/mol: 101.71
Electronic energy in eV: -25556.2404
M in g/mol: 246.28
Net charge: -1

XYZ file:
```
43
C5H28NO9 ωB97M-V/def2-TZVPD
O -3.113 0.920 2.546
O -2.148 2.717 0.714
O -2.547 -2.126 -0.313
O 3.069 -2.394 -1.478
O 4.696 0.249 -0.477
O 1.210 -2.381 -3.511
O 2.346 1.237 2.923
O -0.180 2.168 2.294
O -3.713 0.910 0.013
N 0.760 -0.529 -0.770
C -0.456 -0.952 -0.079
C 0.003 -2.020 0.982
C -1.494 -1.542 -1.019
C 0.444 1.793 -1.672
C 1.090 0.896 -0.631
H -3.548 0.991 1.615
H -0.728 1.705 -1.726
H 0.630 2.869 -1.638
H -2.734 -1.512 0.518
H -1.082 -2.472 -1.489
H 0.069 -3.064 0.579
H 0.562 -2.429 -2.873
H -0.868 -2.176 1.647
H -1.108 -0.081 0.368
H 2.484 -1.679 -1.881
H 1.590 1.793 3.217
H -0.753 2.040 3.099
H -0.928 2.454 1.695
H 0.609 1.422 -2.720
H 4.289 1.129 -0.617
H -2.495 3.560 0.583
H 2.853 1.909 2.399
H -1.854 -0.651 -1.624
H 2.135 1.166 -0.508
H -3.104 1.870 0.369
H 0.898 -1.729 1.493
H 0.688 1.262 0.297
H -2.832 1.696 2.998
H 2.561 -3.163 -1.569
H -3.949 0.697 -0.847
H 1.542 -1.071 -0.436
H 1.099 -1.651 -4.069
H 4.211 -0.567 -0.641
```